Below is a cluster of 7 separate species, C30H79N5O12 in total at a distorted geometry, with properties calculated with the ωB97M-V functional and the def2-TZVPD basis.

Properties
relative energy (zero: lowest compared OMol25 entry of this formula, charge and spin) = 5.3641 eV
calculated total energy = -64400.941 eV
orbital gap = 9.033 eV
structure (SMILES) = COC[C@H](C)N.COC[C@H](C)N.COCCNCCOC.COCCNCCOC.COCCNCCOC.OCCO.OCCO
multiplicity = 1

Last columns: bonded neighbours and bond lengths (Å).
CARTESIAN COORDINATES (ANGSTROEM)
1 C 3.767 -8.410 4.531  O2 1.421, H7 1.090, H8 1.090, H9 1.090
2 O 3.695 -7.013 4.784  C1 1.421, C3 1.415
3 C 4.563 -6.186 4.032  O2 1.415, C4 1.567, H10 1.090, H11 1.090
4 C 4.296 -4.644 4.087  C3 1.567, C5 1.580, N6 1.440, H12 1.090
5 C 4.034 -3.972 5.493  C4 1.580, H13 1.090, H14 1.090, H15 1.090
6 N 3.063 -4.439 3.372  C4 1.440, H16 1.010, H17 1.010
7 H 4.833 -8.556 4.357  C1 1.090
8 H 3.227 -8.722 3.638  C1 1.090
9 H 3.595 -8.929 5.474  C1 1.090
10 H 5.608 -6.264 4.333  C3 1.090
11 H 4.748 -6.410 2.981  C3 1.090
12 H 5.180 -4.108 3.741  C4 1.090
13 H 3.044 -4.206 5.885  C5 1.090
14 H 4.083 -2.890 5.364  C5 1.090
15 H 4.756 -4.228 6.268  C5 1.090
16 H 3.287 -4.818 2.463  N6 1.010
17 H 2.540 -5.221 3.740  N6 1.010
18 C -2.527 -1.342 -0.840  O19 1.417, H24 1.090, H25 1.090, H26 1.090
19 O -1.289 -0.668 -0.696  C18 1.417, C20 1.375
20 C -0.689 -0.854 0.527  O19 1.375, C21 1.582, H27 1.090, H28 1.090
21 C 0.514 0.145 0.766  C20 1.582, C22 1.582, N23 1.480, H29 1.090
22 C 1.813 -0.147 -0.088  C21 1.582, H30 1.090, H31 1.090, H32 1.090
23 N 0.900 -0.039 2.183  C21 1.480, H33 1.010, H34 1.010
24 H -3.272 -0.866 -0.203  C18 1.090
25 H -2.491 -2.387 -0.531  C18 1.090
26 H -2.851 -1.203 -1.872  C18 1.090
27 H -1.418 -0.792 1.335  C20 1.090
28 H -0.305 -1.868 0.410  C20 1.090
29 H 0.003 1.087 0.569  C21 1.090
30 H 1.560 -0.116 -1.148  C22 1.090
31 H 2.198 -1.152 0.083  C22 1.090
32 H 2.548 0.640 0.080  C22 1.090
33 H 0.016 -0.324 2.580  N23 1.010
34 H 1.398 -0.915 2.106  N23 1.010
35 C 3.570 -0.986 -5.085  O36 1.426, H44 1.090, H45 1.090, H46 1.090
36 O 2.523 -0.232 -5.691  C35 1.426, C37 1.413
37 C 1.239 -0.822 -5.660  O36 1.413, C38 1.518, H47 1.090, H48 1.090
38 C 0.446 0.055 -6.613  C37 1.518, N39 1.500, H49 1.090, H50 1.090
39 N 0.463 1.520 -6.294  C38 1.500, C40 1.400, H51 1.010
40 C 0.258 1.725 -4.925  N39 1.400, C41 1.535, H52 1.090, H53 1.090
41 C 0.215 3.246 -4.717  C40 1.535, O42 1.450, H54 1.090, H55 1.090
42 O 1.530 3.842 -4.855  C41 1.450, C43 1.462
43 C 2.262 4.007 -3.600  O42 1.462, H56 1.090, H57 1.090, H58 1.090
44 H 3.466 -1.157 -4.013  C35 1.090
45 H 4.514 -0.448 -5.181  C35 1.090
46 H 3.746 -1.843 -5.734  C35 1.090
47 H 0.741 -0.780 -4.692  C37 1.090
48 H 1.284 -1.888 -5.883  C37 1.090
49 H -0.580 -0.294 -6.492  C38 1.090
50 H 0.681 -0.097 -7.666  C38 1.090
51 H 1.427 1.808 -6.381  N39 1.010
52 H 0.999 1.246 -4.284  C40 1.090
53 H -0.726 1.406 -4.580  C40 1.090
54 H -0.229 3.450 -3.743  C41 1.090
55 H -0.489 3.565 -5.486  C41 1.090
56 H 2.353 3.056 -3.077  C43 1.090
57 H 1.699 4.759 -3.046  C43 1.090
58 H 3.284 4.337 -3.788  C43 1.090
59 C -2.448 -0.978 8.678  O60 1.384, H68 1.090, H69 1.090, H70 1.090
60 O -2.790 -2.143 8.013  C59 1.384, C61 1.376
61 C -1.996 -2.411 6.923  O60 1.376, C62 1.515, H71 1.090, H72 1.090
62 C -2.781 -3.114 5.835  C61 1.515, N63 1.511, H73 1.090, H74 1.090
63 N -3.881 -2.214 5.321  C62 1.511, C64 1.546, H75 1.010
64 C -4.831 -3.055 4.439  N63 1.546, C65 1.553, H76 1.090, H77 1.090
65 C -6.176 -2.283 4.345  C64 1.553, O66 1.454, H78 1.090, H79 1.090
66 O -6.606 -1.959 5.695  C65 1.454, C67 1.428
67 C -7.509 -0.852 5.719  O66 1.428, H80 1.090, H81 1.090, H82 1.090
68 H -3.324 -0.588 9.197  C59 1.090
69 H -2.097 -0.133 8.084  C59 1.090
70 H -1.615 -1.173 9.353  C59 1.090
71 H -1.160 -2.950 7.368  C61 1.090
72 H -1.491 -1.592 6.411  C61 1.090
73 H -3.163 -4.013 6.317  C62 1.090
74 H -2.055 -3.379 5.066  C62 1.090
75 H -4.468 -2.076 6.131  N63 1.010
76 H -4.966 -4.027 4.914  C64 1.090
77 H -4.409 -3.292 3.463  C64 1.090
78 H -6.965 -2.900 3.914  C65 1.090
79 H -6.071 -1.391 3.728  C65 1.090
80 H -7.715 -0.664 6.772  C67 1.090
81 H -8.424 -0.938 5.133  C67 1.090
82 H -6.962 0.000 5.315  C67 1.090
83 C -2.045 6.181 -9.180  O84 1.389, H92 1.090, H93 1.090, H94 1.090
84 O -3.380 6.305 -9.541  C83 1.389, C85 1.421
85 C -4.092 5.144 -9.945  O84 1.421, C86 1.588, H95 1.090, H96 1.090
86 C -3.870 3.859 -9.038  C85 1.588, N87 1.428, H97 1.090, H98 1.090
87 N -4.995 2.981 -8.991  C86 1.428, C88 1.483, H99 1.010
88 C -4.711 1.747 -8.219  N87 1.483, C89 1.552, H100 1.090, H101 1.090
89 C -4.799 1.963 -6.685  C88 1.552, O90 1.390, H102 1.090, H103 1.090
90 O -6.072 1.713 -6.187  C89 1.390, C91 1.411
91 C -6.372 2.215 -4.903  O90 1.411, H104 1.090, H105 1.090, H106 1.090
92 H -1.470 7.106 -9.222  C83 1.090
93 H -1.427 5.549 -9.817  C83 1.090
94 H -2.043 5.682 -8.211  C83 1.090
95 H -3.968 4.853 -10.988  C85 1.090
96 H -5.158 5.369 -9.927  C85 1.090
97 H -3.622 4.172 -8.024  C86 1.090
98 H -3.065 3.458 -9.654  C86 1.090
99 H -5.731 3.498 -8.530  N87 1.010
100 H -3.791 1.225 -8.486  C88 1.090
101 H -5.464 1.025 -8.536  C88 1.090
102 H -4.446 2.952 -6.395  C89 1.090
103 H -4.197 1.165 -6.251  C89 1.090
104 H -7.365 1.963 -4.531  C91 1.090
105 H -6.300 3.298 -5.012  C91 1.090
106 H -5.620 1.949 -4.161  C91 1.090
107 O 8.475 2.762 1.989  C108 1.450, H111 0.960
108 C 8.038 1.808 0.988  O107 1.450, C109 1.526, H112 1.090, H113 1.090
109 C 7.333 0.620 1.637  C108 1.526, O110 1.389, H114 1.090, H115 1.090
110 O 8.208 -0.087 2.453  C109 1.389, H116 0.960
111 H 9.348 3.105 1.786  O107 0.960
112 H 7.364 2.333 0.311  C108 1.090
113 H 8.897 1.486 0.400  C108 1.090
114 H 7.078 0.037 0.753  C109 1.090
115 H 6.418 0.860 2.179  C109 1.090
116 H 8.297 0.464 3.234  O110 0.960
117 O 2.299 3.367 5.337  C118 1.389, H121 0.960
118 C 3.292 3.280 6.303  O117 1.389, C119 1.542, H122 1.090, H123 1.090
119 C 2.743 2.707 7.625  C118 1.542, O120 1.398, H124 1.090, H125 1.090
120 O 3.625 2.863 8.699  C119 1.398, H126 0.960
121 H 2.028 2.529 4.953  O117 0.960
122 H 4.185 2.749 5.973  C118 1.090
123 H 3.716 4.265 6.500  C118 1.090
124 H 2.516 1.646 7.520  C119 1.090
125 H 1.846 3.280 7.860  C119 1.090
126 H 3.094 3.018 9.483  O120 0.960